{"formula": "C3H10ClNOP", "method": "ωB97M-V/def2-TZVPD", "symbols": ["C", "C", "C", "N", "O", "P", "Cl", "H", "H", "H", "H", "H", "H", "H", "H", "H", "H"], "xyz": [[1.30660, -1.06953, -1.26616], [-0.31951, -1.41113, 0.61863], [1.34995, 0.53218, 0.64391], [0.56089, -0.41517, -0.13663], [-1.62427, 1.78957, -0.40806], [-2.31329, 1.43536, 0.99089], [-3.03409, 3.22271, 1.54565], [0.76383, -1.97932, -1.40057], [1.21864, -0.49944, -2.10474], [2.31849, -1.34802, -1.01912], [-0.67076, -0.99447, 1.49581], [-0.95997, -1.79400, -0.17915], [0.18731, -2.38799, 1.07351], [1.83042, 1.24414, 0.00743], [1.31515, 0.75664, 1.70546], [-0.01889, 0.29326, -0.73625], [-1.91052, 2.62521, -0.83059]], "forces_ev_per_angstrom": [[0.13, -2.05, 2.32], [2.17, -2.68, -1.26], [0.50, 0.09, -0.12], [-0.58, 1.60, -0.15], [0.63, 0.68, -1.63], [-0.59, -0.60, 1.30], [-0.14, 0.36, 0.16], [-0.19, -0.67, -0.53], [0.11, 1.68, -2.27], [0.29, 0.31, 0.26], [-1.56, 1.35, 1.17], [-0.69, 0.29, 0.79], [0.03, 2.22, -1.53], [0.33, 0.25, -0.20], [-0.54, -0.78, -0.18], [-0.06, -1.59, 1.75], [0.18, -0.47, 0.13]], "largest_force_ev_per_a": 3.675, "e_lumo_ha": [-0.145, -0.177], "de_lowest_kj_mol": 272.9, "orbital_gap_ev": [9.989, 6.306], "charge": 1}